(1)
The following is a quantum chemistry calculation of an isolated ion of composition C11H17O6 and charge -1, from the Open Molecules 2025 dataset.

Computed properties:
Gap between HOMO and LUMO, eV: 6.6041
ΔE to the lowest compared entry with this formula, charge and spin, kcal per mole: 0.00
LUMO energy, eV: 2.49
Total charge: -1
E_HOMO, eV: -4.11

Last column: Mulliken charge in e.
Element x y z (Å)
C: 1.02585 2.83503 4.58195  -1.104
C: -0.16880 1.83997 4.35153  -0.273
O: 0.08983 1.06334 3.17180  -0.345
C: -1.16515 0.85711 2.48527  -0.437
C: -1.18537 -0.50300 1.69936  -0.761
C: -0.99752 -0.31274 0.15747  -0.420
C: -1.31129 -1.62936 -0.66660  -0.672
C: -0.18701 -1.99915 -1.70630  -0.946
C: 0.23093 -0.83346 -2.62254  0.407
O: -0.44839 -0.67693 -3.90006  -0.455
C: 0.27990 0.41026 -4.44055  0.525
O: -0.18667 1.08773 -5.28348  -0.559
O: 1.53307 0.54606 -3.82501  -0.407
C: 1.68394 -0.74745 -3.14482  -0.032
C: 2.16886 -1.68430 -4.31417  0.375
O: 1.48533 -2.57720 -4.83804  -0.690
O: 3.37426 -1.48737 -4.69747  -0.774
H: 1.95278 2.22045 4.67404  0.276
H: 0.79256 3.38655 5.52606  0.354
H: 1.08859 3.56524 3.74830  0.282
H: -0.27127 1.16499 5.24137  0.282
H: -1.09455 2.46135 4.26104  0.340
H: -1.40016 1.73766 1.83848  0.302
H: -1.99069 0.78099 3.24421  0.326
H: -0.38148 -1.20177 2.03437  0.251
H: -2.18736 -0.97164 1.85702  0.370
H: 0.07063 -0.05526 -0.07054  0.249
H: -1.59486 0.53187 -0.26792  0.346
H: -1.46650 -2.44057 0.09260  0.448
H: -2.29727 -1.52459 -1.18852  0.303
H: -0.60765 -2.82065 -2.34138  0.341
H: 0.64876 -2.45778 -1.13168  0.339
H: 0.07529 0.19761 -2.19846  0.296
H: 2.44141 -0.76303 -2.32734  0.464

=====

(2)
The following is a quantum chemistry calculation of a 2-piece molecular cluster, C11H18 overall, from the Open Molecules 2025 dataset.

Computed properties:
Gap between HOMO and LUMO, eV: 9.9512
ΔE to the lowest compared entry with this formula, charge and spin, kcal per mole: 7.41
LUMO energy, eV: 0.95
Total charge: 0
E_HOMO, eV: -9.00

Last column: Mulliken charge in e.
Element x y z (Å)
C: -1.26236 -3.39773 0.00840  -1.547
C: -0.77800 -2.18116 -0.74219  0.732
C: 0.56114 -2.09580 -1.14033  -0.420
C: 0.96872 -1.07841 -1.98599  -0.551
C: 0.10445 -0.04016 -2.30495  -0.255
C: -1.20490 -0.03532 -1.81508  -0.486
C: -1.61454 -1.12335 -1.06369  -0.344
H: -1.71001 -4.05895 -0.72593  0.367
H: -2.10118 -3.15528 0.66175  0.348
H: -0.48091 -3.87578 0.59522  0.386
H: 1.24027 -2.88509 -0.84173  0.377
H: 1.98069 -1.01919 -2.36913  0.359
H: 0.51319 0.75199 -2.91528  0.356
H: -1.76913 0.84470 -2.07600  0.400
H: -2.66505 -1.14381 -0.78577  0.297
C: -0.49578 0.87648 1.68173  -1.286
C: 0.46702 1.71046 0.86902  1.567
C: 0.45116 3.20916 1.16749  -1.668
C: 1.88427 1.17452 1.04728  -1.556
H: -0.72763 -0.12654 1.32114  0.189
H: -1.43146 1.42175 1.79925  0.344
H: -0.11531 0.67099 2.69658  0.338
H: 0.18389 1.62220 -0.17859  -0.192
H: 0.60907 3.42754 2.23036  0.366
H: 1.18208 3.72152 0.53844  0.386
H: -0.55222 3.60758 1.00273  0.384
H: 1.89457 0.09258 0.86891  0.314
H: 2.60175 1.69490 0.40835  0.373
H: 2.26623 1.39019 2.04801  0.423

=====

(3)
The following is a quantum chemistry calculation of a 2-piece molecular cluster, C11H18 overall, from the Open Molecules 2025 dataset.

Computed properties:
Gap between HOMO and LUMO, eV: 10.1039
ΔE to the lowest compared entry with this formula, charge and spin, kcal per mole: 46.67
LUMO energy, eV: 0.99
Total charge: 0
E_HOMO, eV: -9.11

Last column: Mulliken charge in e.
Element x y z (Å)
C: 1.77627 1.67970 -1.23573  -1.266
C: 2.18737 0.41533 -0.46191  0.828
C: 3.06626 0.49881 0.64375  -0.452
C: 3.36141 -0.68769 1.34612  -0.352
C: 2.88417 -1.91542 0.92938  -0.231
C: 2.09284 -2.02774 -0.15107  -0.413
C: 1.59854 -0.84292 -0.74093  -0.248
H: 0.71867 1.93689 -1.16466  0.191
H: 2.04830 1.79569 -2.25486  0.342
H: 2.32767 2.42551 -0.70419  0.385
H: 3.38897 1.51539 0.99272  0.233
H: 4.02070 -0.63853 2.30376  0.238
H: 3.06081 -2.78121 1.71793  0.199
H: 1.65553 -3.04339 -0.50571  0.245
H: 0.84181 -1.04860 -1.51093  0.315
C: -2.48657 -0.09150 -1.37594  -1.256
C: -2.27099 0.51217 0.04116  0.982
C: -3.59717 1.03721 0.50470  -1.219
C: -1.55981 -0.47861 1.03612  -0.999
H: -2.87537 -1.12135 -1.27298  0.336
H: -1.57803 -0.21647 -2.00290  0.258
H: -3.24728 0.50181 -2.03707  0.319
H: -1.51754 1.25773 0.10732  0.030
H: -4.23607 1.24251 -0.32167  0.364
H: -3.93067 0.36748 1.37318  0.245
H: -3.42107 2.03349 0.97162  0.296
H: -1.96908 -0.22496 2.09251  0.331
H: -1.90421 -1.53291 0.72436  0.222
H: -0.43546 -0.56842 0.95594  0.077

=====

(4)
The following is a quantum chemistry calculation of a 2-piece molecular cluster, C11H18 overall, from the Open Molecules 2025 dataset.

Computed properties:
Gap between HOMO and LUMO, eV: 10.1771
ΔE to the lowest compared entry with this formula, charge and spin, kcal per mole: 90.05
LUMO energy, eV: 0.82
Total charge: 0
E_HOMO, eV: -9.36

Last column: Mulliken charge in e.
Element x y z (Å)
C: -0.51398 3.22706 -0.16658  -1.463
C: -0.94925 1.63642 -0.13736  1.913
C: -0.97078 1.13608 1.33553  -1.208
C: 0.30807 0.95465 -0.80706  -1.255
C: -2.13533 1.48925 -1.05169  -1.490
H: -1.39639 3.89825 0.15069  0.357
H: 0.32339 3.54117 0.51039  0.322
H: -0.52901 3.38812 -1.29447  0.371
H: -1.35244 0.08359 1.66493  0.101
H: 0.12442 1.22185 1.59860  0.294
H: -1.55835 2.08781 2.05371  0.229
H: 0.12010 -0.12389 -0.67212  0.035
H: 1.16143 1.21650 -0.34397  0.491
H: 0.36060 1.20327 -1.90774  0.411
H: -2.23514 2.24771 -1.97565  0.280
H: -2.43242 0.48846 -1.43348  0.308
H: -3.08029 1.89348 -0.51461  0.352
C: -0.29726 -2.25619 -0.34875  -0.867
C: -0.27827 -1.71493 0.90202  -0.671
C: 0.89577 -1.07743 1.45584  -0.642
C: 1.99048 -1.08649 0.61801  -0.449
C: 1.98937 -1.86720 -0.54580  -0.412
C: 0.84953 -2.35839 -1.00385  0.015
H: -1.11920 -2.76663 -0.83878  0.405
H: -1.10527 -1.58971 1.49012  0.830
H: 0.74237 -0.48939 2.32525  0.903
H: 2.79438 -0.29254 0.87519  0.270
H: 2.95358 -1.82781 -1.12725  0.288
H: 0.89807 -2.67714 -2.06266  0.281

=====

(5)
The following is a quantum chemistry calculation of C11H18B2F4N4O5Rh as an isolated structure, from the Open Molecules 2025 dataset.

Computed properties:
Gap between HOMO and LUMO (spin up / spin down), eV: 6.3806 / 6.4658
ΔE to the lowest compared entry with this formula, charge and spin, kcal per mole: 36.02
LUMO energy (spin up / spin down), eV: -5.22 / -5.20
Total charge: +1
E_HOMO (spin up / spin down), eV: -11.60 / -11.66

Last column: Mulliken charge in e.
Element x y z (Å)
Rh: 0.79319 0.42582 0.84522  0.750
C: -2.57753 -1.46749 2.65338  -1.492
C: -1.32152 -1.07711 1.95531  0.887
N: -1.12871 0.07257 1.38617  -0.025
O: -1.94109 1.09063 1.85700  -0.537
B: -1.71289 2.30417 1.09459  0.898
F: -0.36590 2.65213 1.03409  -0.337
F: -2.55642 3.27118 1.45401  -0.264
O: -2.01934 1.99721 -0.50964  -0.540
N: 0.37677 1.22367 -1.41110  0.544
C: 1.58522 1.06631 -2.15649  0.522
C: 1.63249 1.52688 -3.58299  -1.934
C: 2.65331 0.56857 -1.50093  0.211
N: 2.44187 0.19004 -0.16293  0.009
O: 3.48425 -0.38352 0.31938  -0.264
B: 3.25827 -0.95582 1.74271  0.832
F: 4.36121 -1.62412 2.10462  -0.322
F: 2.85041 0.07884 2.53459  -0.314
O: 2.10168 -1.97932 1.64818  -0.465
N: 0.92038 -1.38036 1.53754  0.198
C: -0.14503 -1.98229 1.95677  0.002
C: -0.16637 -3.35219 2.53902  -1.556
C: 4.01770 0.39784 -2.08319  -1.466
H: -3.18131 -0.59841 2.89277  0.406
H: -2.36792 -2.01598 3.56971  0.427
H: -3.14040 -2.13707 1.99656  0.306
H: 0.68039 1.95546 -3.88983  0.380
H: 1.87829 0.71873 -4.27406  0.391
H: 2.39586 2.29697 -3.70354  0.463
H: 0.79195 -3.83907 2.38852  0.421
H: -0.95217 -3.95702 2.08566  0.378
H: -0.35933 -3.29864 3.61211  0.364
H: 4.02731 0.66529 -3.13468  0.434
H: 4.35837 -0.63039 -1.97168  0.364
H: 4.73229 1.02590 -1.54928  0.334
C: -4.29638 0.64273 -0.71909  -0.638
O: -3.04675 0.22517 -1.36741  -0.322
C: -2.00612 0.95015 -1.17512  0.660
C: -0.79937 0.56901 -1.98445  -0.636
H: -4.47848 1.68812 -0.94918  0.341
H: -4.19656 0.49680 0.35264  0.229
H: -5.05044 -0.00438 -1.14813  0.282
H: -1.02533 0.88072 -3.01298  0.400
H: -0.67268 -0.51274 -1.98472  0.379
H: 0.16685 2.21499 -1.28909  0.301

=====

(6)
The following is a quantum chemistry calculation of a 5-piece molecular cluster, C11H18Br2FN3O6 overall, from the Open Molecules 2025 dataset.

Computed properties:
Gap between HOMO and LUMO, eV: 9.3675
ΔE to the lowest compared entry with this formula, charge and spin, kcal per mole: 0.00
LUMO energy, eV: -0.06
Total charge: 0
E_HOMO, eV: -9.43

Last column: Mulliken charge in e.
Element x y z (Å)
C: -1.77607 -2.71210 4.54424  -0.569
N: -1.35905 -3.65337 5.62297  0.873
O: -0.16855 -3.67374 5.89837  -0.531
O: -2.19963 -4.34388 6.15274  -0.535
H: -2.65691 -2.21510 4.94158  0.290
H: -2.00563 -3.36534 3.70636  0.307
H: -0.97116 -2.01420 4.36293  0.130
C: 1.48464 0.36930 -4.23371  -0.647
N: 2.89279 0.06228 -3.86039  0.886
O: 3.29359 0.51094 -2.80622  -0.522
O: 3.51248 -0.68339 -4.57729  -0.533
H: 1.22567 1.37006 -3.89545  0.265
H: 0.87470 -0.29885 -3.63163  0.245
H: 1.41687 0.29938 -5.31206  0.309
C: 3.78223 5.84763 1.19003  -0.730
N: 3.07576 4.60342 1.57439  0.829
O: 3.42266 3.58767 0.98802  -0.474
O: 2.30125 4.65527 2.51578  -0.505
H: 3.52212 6.68896 1.81709  0.304
H: 3.49488 6.04902 0.15538  0.279
H: 4.84499 5.63015 1.17115  0.298
F: -2.55539 0.56481 -3.10185  -0.312
C: -2.85464 -0.49795 -2.36704  0.043
C: -2.92867 -0.39372 -0.99002  0.024
C: -3.34676 -1.43760 -0.17489  -0.793
C: -3.63861 -2.65472 -0.78727  -0.212
C: -3.54605 -2.81550 -2.17176  -0.598
C: -3.12735 -1.72070 -2.93033  -0.128
H: -2.69571 0.55715 -0.52419  0.417
H: -3.45691 -1.26954 0.88387  0.452
H: -4.08137 -3.52876 -0.31813  0.344
H: -3.77660 -3.70742 -2.73158  0.382
H: -3.03172 -1.83657 -4.00770  0.366
Br: -0.00069 1.71994 -0.59749  -0.149
C: 1.53438 1.02463 0.33838  -0.564
C: 1.50900 -0.49150 0.35245  -0.462
Br: 0.44343 -1.11857 1.87342  -0.184
H: 1.61940 1.43733 1.33573  0.501
H: 2.39193 1.33395 -0.25685  0.229
H: 2.47290 -0.99172 0.40904  0.420
H: 1.06176 -0.88764 -0.55809  0.254

=====

(7)
The following is a quantum chemistry calculation of C11H18Cl2InN2 as an isolated structure, from the Open Molecules 2025 dataset.

Computed properties:
Gap between HOMO and LUMO (spin up / spin down), eV: 6.4420 / 5.2571
ΔE to the lowest compared entry with this formula, charge and spin, kcal per mole: 9.22
LUMO energy (spin up / spin down), eV: 2.79 / 2.80
Total charge: -1
E_HOMO (spin up / spin down), eV: -3.65 / -2.46

Last column: Mulliken charge in e.
Element x y z (Å)
In: 2.96054 0.00993 -0.95282  0.489
Cl: 2.04341 -2.12039 -0.32249  -0.550
Cl: 2.47657 1.58644 0.78011  -0.571
C: 5.05374 -0.21353 -1.08464  -0.847
H: 5.80974 0.55520 -0.83352  0.223
H: 5.49355 -0.92109 -1.83027  0.195
C: -0.91578 1.33363 -1.33494  -0.405
C: 0.20280 0.81549 -1.73065  -0.008
H: -0.94247 2.15795 -0.61052  0.390
C: 0.33356 -0.31078 -2.72613  -0.598
H: 1.13096 1.29212 -1.36414  0.337
C: -0.88712 -0.28091 -3.66577  -0.922
H: 1.29482 -0.29480 -3.27806  0.355
H: 0.35199 -1.26899 -2.17727  0.231
C: -2.18995 -0.25831 -2.87773  -0.688
H: -0.80446 0.62479 -4.27477  0.346
H: -0.87750 -1.13795 -4.34076  0.374
C: -2.25023 0.81069 -1.74367  -0.555
H: -3.03131 -0.08903 -3.55995  0.309
H: -2.33766 -1.24036 -2.40812  0.299
H: -2.84293 1.67171 -2.07310  0.312
H: -2.81141 0.37328 -0.90446  0.252
C: -0.85566 0.66178 5.01401  -0.859
N: -0.65249 -0.06597 3.76496  0.156
C: -0.80093 -1.42950 3.55873  -0.274
C: -0.42304 -1.66503 2.24286  -0.598
N: -0.11010 -0.46448 1.65493  -0.033
C: -0.21068 0.48115 2.57304  -0.327
H: -1.66487 0.20450 5.59557  0.306
H: 0.05665 0.65883 5.62866  0.279
H: -1.11662 1.70201 4.78458  0.307
H: -1.15952 -2.11083 4.31202  0.376
H: -0.34404 -2.60139 1.71624  0.371
H: 0.02047 1.53380 2.46807  0.329